Entry 1:
59
Properties=species:S:1:pos:R:3:lowdin_spin:R:1 method="wB97M-V/def2-TZVPD" lumo_ev="-15.1 / -14.1" charge=+4 spin_multiplicity=2 s_squared=0.78 gap_ev="4.2 / 5.2" de_lowest_kcal_mol=0.00
V -0.30 0.48 0.34 1.144
O 3.43 -5.00 1.27 0.000
C 2.07 -5.10 1.55 0.000
C 1.43 -3.79 1.26 0.000
C 0.06 -3.58 1.46 -0.002
C -0.49 -2.36 1.17 0.006
N 0.26 -1.33 0.70 -0.006
C 1.61 -1.52 0.49 0.002
C 2.20 -2.72 0.77 -0.001
C 2.32 -0.34 -0.04 0.002
C 3.66 -0.29 -0.33 -0.001
C 4.21 0.89 -0.85 -0.002
C 5.67 0.95 -1.16 -0.001
O 6.24 -0.28 -0.84 0.000
C 3.37 1.99 -1.08 -0.002
C 2.04 1.89 -0.77 0.005
N 1.51 0.75 -0.26 -0.009
H 3.88 -5.84 1.43 0.000
H 1.87 -5.35 2.61 0.000
H 1.56 -5.86 0.95 0.000
H -0.58 -4.37 1.83 0.000
H -1.55 -2.18 1.31 0.000
H 3.26 -2.88 0.62 0.000
H 4.31 -1.14 -0.17 0.000
H 6.10 1.79 -0.59 0.000
H 5.78 1.21 -2.23 0.000
H 7.19 -0.28 -1.03 0.000
H 3.76 2.91 -1.49 0.000
H 1.36 2.72 -0.93 0.000
C -3.56 0.36 0.75 0.001
N -3.64 1.02 -0.55 -0.003
C -4.84 1.87 -0.71 0.000
C -2.73 0.85 -1.50 -0.003
N -1.42 0.49 -1.11 -0.066
N -2.97 0.99 -2.79 -0.012
C -1.91 1.26 -3.77 -0.001
C -4.31 0.77 -3.39 -0.002
H -4.53 -0.07 1.00 0.000
H -3.30 1.06 1.54 0.000
H -2.85 -0.47 0.72 0.001
H -4.97 2.43 0.21 0.000
H -5.73 1.28 -0.89 0.000
H -4.68 2.58 -1.53 0.000
H -0.91 0.10 -1.91 0.001
H -1.59 0.33 -4.25 0.000
H -1.07 1.78 -3.32 0.000
H -2.32 1.90 -4.54 0.000
H -4.94 0.20 -2.71 0.000
H -4.15 0.17 -4.29 0.000
H -4.78 1.71 -3.66 -0.001
I -0.10 1.51 6.29 -0.012
C -0.38 1.75 4.27 -0.005
C -0.88 2.89 3.61 -0.015
N -0.93 2.65 2.31 -0.004
N -0.47 1.38 2.03 -0.020
C -0.13 0.85 3.25 0.010
H -1.19 3.85 4.01 0.000
H -1.21 3.30 1.59 0.000
H 0.26 -0.15 3.32 0.001

Entry 2:
21
Properties=species:S:1:pos:R:3:mulliken_charge:R:1 method="wB97M-V/def2-TZVPD" lumo_ev=-3.5 charge=+1 spin_multiplicity=1 gap_ev=9.6 de_lowest_kcal_mol=89.20
C -1.44 3.02 -0.22 -0.252
C -1.37 1.72 -0.67 -0.524
C 0.53 2.34 0.28 0.025
C 1.43 -0.37 0.66 -1.767
C 0.05 -1.32 -1.50 -1.001
C 0.15 -0.07 0.01 0.215
N -0.27 3.35 0.36 -0.539
N -0.09 1.27 -0.32 0.209
N -1.00 -0.66 0.86 -0.101
H -2.25 3.84 -0.44 0.339
H -2.08 1.13 -1.26 0.427
H 1.64 2.42 0.42 0.354
H 1.85 0.30 1.33 0.594
H 1.30 -1.18 1.33 0.501
H 2.30 -0.71 -0.06 0.314
H 0.38 -0.79 -2.32 0.411
H 0.57 -2.20 -1.10 0.379
H -1.09 -1.33 -1.52 0.388
H -1.66 0.12 1.04 0.390
H -0.54 -1.02 1.75 0.361
H -1.35 -1.37 0.26 0.276

Entry 3:
47
Properties=species:S:1:pos:R:3:mulliken_charge:R:1 method="wB97M-V/def2-TZVPD" lumo_ev=0.6 charge=0 spin_multiplicity=1 gap_ev=9.3 de_lowest_kcal_mol=70.88
H 1.58 -0.70 3.24 0.126
N 1.05 -1.09 2.35 -0.560
C 0.91 -2.44 2.36 0.228
N 1.75 -3.23 3.28 -0.611
N -0.06 -3.20 1.73 -0.234
C -0.99 -2.56 0.72 -0.289
C -2.11 -1.90 1.41 -0.546
C -3.20 -1.48 0.28 -0.996
C -2.47 -0.77 -0.80 -0.149
N -1.67 0.27 -0.23 0.041
C -0.74 1.02 -0.92 0.234
O -0.48 0.88 -2.07 -0.746
C -0.09 1.96 0.08 0.385
N 0.03 1.42 1.44 -0.501
C 1.33 2.42 -0.33 -1.138
C 2.60 1.49 -0.05 0.109
C 3.91 2.24 0.14 -0.631
C 4.46 2.78 -1.19 -0.560
N 4.95 1.79 -2.11 -0.550
C -3.48 -0.24 -1.81 0.235
O -4.57 0.10 -1.47 -0.540
O -3.03 0.10 -3.10 -0.526
H 2.27 -3.98 2.69 0.267
H 2.51 -2.74 3.79 0.291
H -0.29 -4.05 2.20 0.283
H -0.29 -1.71 0.36 -0.080
H -1.28 -3.21 -0.14 0.342
H -1.78 -1.06 2.03 0.291
H -2.68 -2.62 2.02 0.450
H -4.05 -0.86 0.63 0.357
H -3.55 -2.46 -0.08 0.405
H -1.78 -1.43 -1.36 0.489
H -1.81 0.65 0.64 0.340
H -0.60 3.00 0.07 0.250
H -0.63 1.84 2.12 0.294
H 0.23 0.44 1.54 0.135
H 1.44 3.34 0.25 0.400
H 1.36 2.82 -1.36 0.417
H 2.32 0.78 0.78 0.014
H 2.70 0.99 -1.05 0.251
H 4.57 1.44 0.54 0.282
H 3.98 3.14 0.81 0.266
H 3.57 3.33 -1.67 0.244
H 5.20 3.64 -1.17 0.401
H 5.86 1.61 -1.99 0.203
H 4.78 2.18 -3.12 0.230
H -2.07 0.03 -3.14 0.401

Entry 4:
34
Properties=species:S:1:pos:R:3:mulliken_charge:R:1 method="wB97M-V/def2-TZVPD" lumo_ev=-13.9 charge=+3 spin_multiplicity=1 gap_ev=6.0 de_lowest_kcal_mol=35.10
W -0.93 -1.03 0.54 1.774
C 1.97 -0.21 3.41 -1.273
C 0.70 -0.15 2.70 0.834
O 0.55 -0.90 1.57 -0.361
C -0.45 0.50 3.17 -0.984
C -1.64 0.62 2.40 0.870
C -2.99 0.64 2.97 -1.080
N -1.45 0.72 1.04 -0.013
N -2.52 0.13 0.24 -0.277
C -2.13 0.02 -1.10 1.028
O -0.84 -0.45 -1.21 -0.486
C -2.93 0.31 -2.20 0.494
C -2.44 0.13 -3.54 -0.293
C -3.21 0.49 -4.60 -0.798
C -4.50 1.02 -4.40 -0.223
C -4.99 1.22 -3.10 -0.787
C -4.24 0.87 -2.01 -0.196
H 2.80 -0.38 2.71 0.414
H 2.00 -1.08 4.09 0.367
H 2.15 0.67 4.03 0.423
H -0.44 0.88 4.18 0.514
H -3.00 0.55 4.06 0.455
H -3.58 -0.19 2.53 0.295
H -3.53 1.55 2.70 0.382
H -1.43 -0.25 -3.68 0.491
H -2.84 0.38 -5.61 0.463
H -5.12 1.28 -5.25 0.466
H -5.97 1.66 -2.97 0.455
H -4.61 1.00 -1.01 0.494
F -1.75 -2.90 -0.95 -0.277
B -0.64 -3.67 -0.93 0.564
F -1.68 -2.37 1.48 -0.436
F -0.47 -4.80 -1.44 -0.020
F 0.27 -2.93 -0.24 -0.281

Entry 5:
12
Properties=species:S:1:pos:R:3:mulliken_charge:R:1 method="wB97M-V/def2-TZVPD" lumo_ev=0.9 charge=0 smiles="CNCC=O" spin_multiplicity=1 gap_ev=10.0 de_lowest_kcal_mol=51.85
C 0.29 0.60 -1.36 -0.749
N 0.52 -0.65 -0.55 -0.357
C 0.26 -0.52 0.81 -0.505
C -1.14 -0.04 1.13 0.065
O -1.96 0.05 0.20 -0.524
H 0.55 1.63 -0.83 0.200
H -0.86 0.65 -1.43 0.267
H 0.80 0.54 -2.31 0.339
H 1.45 -0.95 -0.65 0.233
H 1.01 0.02 1.42 0.320
H 0.42 -1.48 1.37 0.349
H -1.33 0.14 2.18 0.362

Entry 6:
14
Properties=species:S:1:pos:R:3:mulliken_charge:R:1 method="wB97M-V/def2-TZVPD" lumo_ev=0.4 charge=0 smiles="O=C1C[C@H](S)[C@@H](S)O1" spin_multiplicity=1 gap_ev=9.9 de_lowest_kcal_mol=28.69
O -0.10 -2.80 -0.07 -0.492
C 0.06 -1.65 -0.01 0.509
C -0.29 -0.73 1.13 -0.450
C -0.46 0.65 0.31 -0.140
S -2.11 0.80 -0.43 -0.161
C 0.58 0.45 -0.83 -0.318
S 2.30 0.89 -0.17 -0.217
O 0.48 -0.96 -1.10 -0.407
H -1.28 -0.97 1.67 0.280
H 0.55 -0.59 1.78 0.310
H -0.34 1.67 0.77 0.368
H -1.81 -0.06 -1.29 0.117
H 0.31 1.03 -1.70 0.447
H 2.10 2.28 -0.04 0.154

Entry 7:
65
Properties=species:S:1:pos:R:3:lowdin_spin:R:1 method="wB97M-V/def2-TZVPD" lumo_ev="2.2 / 2.2" charge=-1 spin_multiplicity=2 s_squared=0.79 gap_ev="6.9 / 6.2"
Mn -0.95 0.29 0.41 1.013
C -0.81 -0.15 3.39 0.000
C -0.34 1.27 3.14 0.000
N -1.00 1.83 1.96 0.000
C -2.35 2.37 2.13 0.000
C -3.45 1.32 2.16 -0.002
S -3.23 0.04 0.85 -0.010
C -3.18 -1.48 1.86 -0.002
C -1.76 -2.01 2.11 -0.002
N -0.76 -0.93 2.14 0.000
H -0.18 -0.61 4.16 0.000
H -1.83 -0.16 3.77 0.000
H -0.50 1.89 4.03 0.000
H 0.73 1.27 2.93 0.000
H -0.42 2.58 1.57 0.001
H -2.42 2.98 3.04 0.000
H -2.51 3.04 1.28 0.000
H -3.52 0.81 3.12 0.000
H -4.41 1.81 1.99 0.000
H -3.72 -1.27 2.78 0.000
H -3.74 -2.23 1.31 0.000
H -1.76 -2.58 3.05 0.000
H -1.48 -2.68 1.31 0.000
H 0.17 -1.34 2.07 0.002
O 1.95 2.90 1.13 0.000
As 2.15 1.69 -0.16 0.001
O 3.72 1.22 -0.17 -0.001
O 1.09 0.47 0.27 0.006
C 1.72 2.46 -1.88 0.001
C 2.79 2.39 -2.77 0.000
C 2.66 2.84 -4.08 0.000
C 1.45 3.35 -4.51 0.000
C 0.37 3.42 -3.63 0.000
C 0.50 2.98 -2.33 0.001
S -0.94 3.13 -1.27 0.002
O -0.47 3.80 -0.07 0.000
O -1.92 3.86 -2.04 0.000
O -1.37 1.74 -1.02 0.010
H 2.68 3.52 1.08 0.000
H 3.72 1.98 -2.41 0.000
H 3.50 2.77 -4.75 0.000
H 1.33 3.70 -5.53 0.000
H -0.58 3.82 -3.95 0.000
O -1.58 -2.59 -0.96 -0.006
B -1.01 -1.25 -0.99 -0.010
O -0.45 -1.12 -2.30 -0.001
C -0.67 -2.26 -2.98 0.000
C -0.31 -2.59 -4.27 0.000
C -0.67 -3.86 -4.73 0.000
C -1.36 -4.76 -3.92 0.000
C -1.71 -4.42 -2.61 0.000
C -1.36 -3.16 -2.17 -0.001
H 0.22 -1.88 -4.89 0.000
H -0.41 -4.15 -5.74 0.000
H -1.62 -5.73 -4.31 0.000
H -2.25 -5.11 -1.97 0.000
I 6.11 -2.63 3.83 0.000
C 4.31 -2.02 3.02 0.000
C 4.11 -1.28 1.87 0.000
N 2.79 -1.13 1.76 0.000
N 2.11 -1.71 2.75 0.000
C 3.03 -2.25 3.55 0.000
H 4.78 -0.83 1.16 0.000
H 2.27 -0.63 1.03 0.000
H 2.75 -2.78 4.44 0.000

Entry 8:
11
Properties=species:S:1:pos:R:3:mulliken_charge:R:1 method="wB97M-V/def2-TZVPD" lumo_ev=-1.6 charge=0 spin_multiplicity=1 gap_ev=7.9 de_lowest_kcal_mol=203.10
C -1.23 -0.87 -0.34 0.026
C 0.80 0.42 -0.15 -0.020
C 1.78 -0.46 -0.02 -0.152
H -2.11 1.59 1.22 0.369
H -0.76 -1.74 -0.28 0.308
H 0.87 1.47 -0.55 0.298
H 1.59 -1.55 0.19 0.218
N -0.51 0.32 -0.46 0.235
O -1.02 1.59 -0.02 -0.534
O -2.51 -0.74 0.27 -0.520
F 3.10 -0.03 0.16 -0.228

Look up the charge of the third one.
0

Which value of charge does entry 8 give?
0

What did the eighth record say?
11
Properties=species:S:1:pos:R:3:mulliken_charge:R:1 method="wB97M-V/def2-TZVPD" lumo_ev=-1.6 charge=0 spin_multiplicity=1 gap_ev=7.9 de_lowest_kcal_mol=203.10
C -1.23 -0.87 -0.34 0.026
C 0.80 0.42 -0.15 -0.020
C 1.78 -0.46 -0.02 -0.152
H -2.11 1.59 1.22 0.369
H -0.76 -1.74 -0.28 0.308
H 0.87 1.47 -0.55 0.298
H 1.59 -1.55 0.19 0.218
N -0.51 0.32 -0.46 0.235
O -1.02 1.59 -0.02 -0.534
O -2.51 -0.74 0.27 -0.520
F 3.10 -0.03 0.16 -0.228

Which of these has the lowest charge?
C21H26AsBIMnN4O8S2